H28NO12 | the ωB97M-V functional and the def2-TZVPD basis

**Energy relative to the best compared isomer or geometry (same formula, charge and spin)**: 120.8 kcal/mol
**Charge**: +1
**Gap between HOMO and LUMO**: 9.8 eV
**Electronic energy**: -26504.514 eV

```
41
Properties=species:S:1:pos:R:3:forces:R:3
O -2.02665 -2.39587 0.74157 1.0 1.6 -1.5
H -2.60933 -2.12014 0.00603 0.5 0.1 0.3
H 1.73957 -1.17999 2.79800 -2.2 0.2 0.0
H -1.11876 -1.60177 -3.49128 -1.3 -3.4 -3.4
H -2.68275 -0.74415 2.97061 1.7 -2.7 -1.1
O 2.40601 1.95752 1.17083 -0.3 0.5 -2.2
H -0.32024 -0.28656 -3.56988 1.7 2.5 -3.2
H 3.06506 -1.13348 2.67641 3.1 -0.2 0.7
O -3.57531 1.86971 -1.28590 0.8 -1.1 1.2
H -0.37666 -0.84965 3.43248 1.1 0.1 0.2
N -0.01568 0.07800 0.13771 -2.9 1.5 -5.2
H 3.00225 0.23319 -1.02114 3.5 0.2 2.8
O 1.94797 -2.82790 -2.23379 -0.3 4.0 0.6
O 1.41347 4.01018 1.48850 -2.2 2.4 1.3
O 0.42207 1.79092 -2.21455 0.6 0.5 -0.1
O -2.82564 -1.07636 -1.42963 1.8 -1.4 -1.3
H 2.10915 0.60670 -1.87270 -1.0 -1.8 -0.4
H -3.28969 2.08598 -0.39045 -0.3 1.4 0.1
H 2.06121 -1.79696 -1.93196 0.1 -4.0 -0.9
O -0.74979 -0.90186 -3.09126 0.1 0.6 5.9
O 2.35169 -0.26495 -1.42146 -2.4 2.2 -2.2
O -1.82013 -0.24576 2.98899 3.3 -7.3 -3.1
H 0.59057 -1.78776 4.12002 0.0 -2.3 1.8
H 0.65259 2.73066 -2.26500 -0.3 0.1 0.6
O 2.35714 -1.03741 2.09320 0.8 0.6 -2.6
H 3.05953 2.30739 0.55557 0.6 -0.9 0.5
H -2.55565 -2.94245 1.25635 -1.2 -1.8 1.6
H -2.41178 0.28949 3.23473 -5.4 10.3 4.0
H 0.63647 1.55906 -3.11626 -0.2 -0.4 -0.6
H -3.62477 -1.43197 -1.78017 -1.7 0.0 -0.2
H 2.56349 1.16124 1.60283 1.2 -2.7 1.1
H 0.71441 -0.01965 -0.57345 0.3 -0.7 -0.2
H 0.25297 0.91149 0.55904 0.5 1.6 2.3
H -3.35170 0.93422 -1.12855 -0.4 -0.3 -1.3
H 1.80254 3.19655 1.26956 0.3 -1.1 0.2
O 0.58751 -1.02524 3.61083 -2.3 1.9 -0.1
H 1.71633 4.64682 0.87941 0.4 1.4 -0.9
H 1.24024 -2.66757 -2.87897 0.2 -0.6 0.1
H -0.20303 -0.75908 0.58081 -0.1 -2.1 2.2
H -0.93852 0.30461 -0.42346 2.2 -0.5 1.2
H -2.19618 -1.57720 -2.05362 -0.8 1.7 1.8
```
Forces are in eV/Å.